Record 1
The following is a DFT calculation (ωB97M-V/def2-TZVPD) of a cluster of 2 separate species, C5H14NO in total at a distorted geometry.

Output
Kohn-Sham gap   9.6 eV
Maximum force   1.38 eV/A
E   -8942.5678 eV
Energy above the lowest of the compared OMol25 structures with the same formula, charge and spin   33.21 kcal/mol
LUMO energy   -0.1240 Eh

The geometry in ORCA input format:
```
! wB97M-V def2-TZVPD RIJCOSX def2/J DEFGRID3
* xyz 1 1
C 1.4445 -1.2671 0.6945
C -0.0746 -1.4754 0.6904
C -0.7474 -0.6612 -0.3767
C -1.2762 -1.0253 -1.5288
C -2.0032 -0.0744 -2.4114
N 1.6951 0.2206 1.0507
H 1.9066 -1.8857 1.4567
H 1.9500 -1.4024 -0.2554
H -0.3233 -2.5343 0.7251
H -0.4427 -1.0395 1.6305
H -0.7665 0.4246 -0.2593
H -1.1177 -2.0165 -1.9499
H -2.8591 -0.5056 -2.9201
H -2.4702 0.7415 -1.8545
H -1.3648 0.3654 -3.1810
H 0.8187 0.5736 1.4333
H 2.4196 0.3010 1.7611
H 1.9821 0.7174 0.2138
H 0.5458 3.3606 2.4645
H 0.2851 4.0172 1.0880
O 0.3985 3.1656 1.5286
*
```

These are the Löwdin partial charges, in e, on atoms 1 to 4: C -0.11; C -0.17; C -0.15; C -0.15



Record 2
The following is a DFT calculation (ωB97M-V/def2-TZVPD) of a cluster of 2 separate species, C5H14NO in total.

Output
Kohn-Sham gap   11.1 eV
Maximum force   0.87 eV/A
E   -8942.6808 eV
Energy above the lowest of the compared OMol25 structures with the same formula, charge and spin   30.61 kcal/mol
LUMO energy   -0.1217 Eh

The geometry in ORCA input format:
```
! wB97M-V def2-TZVPD RIJCOSX def2/J DEFGRID3
* xyz 1 1
C -1.6468 -1.0774 -2.0336
C -1.2059 0.3320 -1.6448
C 0.3398 0.4492 -1.5563
C 0.7509 0.4296 -0.1275
C 1.1854 -0.6270 0.5234
N 1.5032 -0.6218 1.9728
H -1.2517 -1.8325 -1.3515
H -2.7284 -1.1696 -2.0649
H -1.3567 -1.2984 -3.0627
H -1.5427 0.9816 -2.4549
H -1.7037 0.6719 -0.7361
H 0.7624 -0.3323 -2.1681
H 0.6596 1.3885 -2.0017
H 0.6255 1.3631 0.3980
H 1.3719 -1.5970 0.0891
H 2.4585 -0.9656 2.0688
H 1.3783 0.2692 2.4928
H 0.8571 -1.2497 2.4557
H -0.5224 1.5391 2.3799
H 0.1900 2.0863 3.6067
O -0.1242 1.2607 3.2148
*
```

These are the Löwdin partial charges, in e, on atoms 1 to 4: C -0.10; C -0.24; C -0.18; C -0.08



- LUMO energy of number 1 (C5H14NO)?
  -0.1240 Eh